Here is an isolated molecule of C15H10N2O5 in a non-equilibrium geometry from the OMol25 dataset. Energies are from the ωB97M-V functional and the def2-TZVPD basis.

Computed properties:
Structure (SMILES): O=C1C=C/C(=C\Nn2c(O)c3ccccc3c2O)C(=O)C1=O
ΔE to the lowest compared entry with this formula, charge and spin in kcal per mole: 4.59
Frontier orbital gap in Eh: 0.1919
Largest force on an atom in eV/A: 4.8

Bonds (Å) are listed after each position.
Positions of all 32 atoms, in Å:
1 O -1.0097 -6.6804 1.8268  C2 1.233
2 C -0.6188 -5.5955 1.3906  O1 1.233, C3 1.469, C21 1.452
3 C -1.5335 -4.4539 1.5296  C2 1.469, C4 1.375, H23 1.071
4 C -1.1490 -3.1683 1.2317  C3 1.375, C5 1.459, H24 1.066
5 C 0.1424 -2.9199 0.6004  C4 1.459, C6 1.408, C19 1.473
6 C 0.5020 -1.6067 0.2416  C5 1.408, N7 1.417, H25 1.101
7 N -0.4276 -0.5470 0.3898  C6 1.417, N8 1.414, H26 1.038
8 N -0.1239 0.7729 -0.0163  N7 1.414, C9 1.402, C17 1.392
9 C 1.0959 1.4374 -0.2068  N8 1.402, O10 1.357, C11 1.375
10 O 2.3495 0.9751 0.0299  C9 1.357, H27 0.950
11 C 0.8717 2.7030 -0.6942  C9 1.375, C12 1.402, C16 1.421
12 C 1.6997 3.7472 -1.1305  C11 1.402, C13 1.409, H28 1.086
13 C 1.1161 4.9709 -1.5127  C12 1.409, C14 1.402, H29 1.078
14 C -0.2681 5.1730 -1.4252  C13 1.402, C15 1.418, H30 1.092
15 C -1.1029 4.1156 -0.9843  C14 1.418, C16 1.392, H31 1.085
16 C -0.5362 2.8878 -0.6522  C11 1.421, C15 1.392, C17 1.377
17 C -1.1254 1.7111 -0.2480  N8 1.392, C16 1.377, O18 1.371
18 O -2.4719 1.5323 -0.0620  C17 1.371, H32 0.986
19 C 1.0098 -4.0753 0.3114  C5 1.473, O20 1.218, C21 1.479
20 O 1.9791 -3.8899 -0.4018  C19 1.218
21 C 0.7229 -5.4153 0.8668  C2 1.452, C19 1.479, O22 1.251
22 O 1.5507 -6.3483 0.7755  C21 1.251
23 H -2.5191 -4.6695 1.8886  C3 1.071
24 H -1.8615 -2.4080 1.4554  C4 1.066
25 H 1.4997 -1.4428 -0.1934  C6 1.101
26 H -1.4340 -0.7552 0.5327  N7 1.038
27 H 2.9470 1.7127 0.0662  O10 0.950
28 H 2.7774 3.6219 -1.1776  C12 1.086
29 H 1.7269 5.7829 -1.8716  C13 1.078
30 H -0.7506 6.1196 -1.6761  C14 1.092
31 H -2.1716 4.2922 -0.9219  C15 1.085
32 H -2.8875 2.4206 0.0376  O18 0.986

Here are the natural (NBO) charges for atoms 1 to 8, given in e: O -0.452; C 0.384; C -0.281; C -0.129; C -0.296; C 0.145; N -0.408; N -0.165